# 1
18
Properties=species:S:1:pos:R:3 method="wB97M-V/def2-TZVPD" de_lowest_kcal_mol=57.52 e_tot_ev=-10920.5113 e_lumo_ev=0.48 gap_ha=0.3452 spin_multiplicity=1 homo_ha=-0.3276
C -1.375 -0.193 -1.560
N -1.085 -0.694 -0.220
C -0.699 0.230 0.816
C -1.889 0.620 1.672
O -2.965 0.792 1.144
H -1.596 -0.984 -2.271
H -2.249 0.458 -1.484
H -0.534 0.403 -1.923
H -1.753 -1.366 0.089
H -0.247 1.042 0.223
H 0.104 -0.200 1.436
H -1.743 0.978 2.701
O 2.695 0.249 1.776
H 2.002 0.031 1.145
H 2.402 1.174 1.855
O 3.169 -0.525 -1.678
H 3.444 -1.185 -2.347
H 2.318 -0.828 -1.376


# 2
32
Properties=species:S:1:pos:R:3 method="wB97M-V/def2-TZVPD" e_tot_ev=-163450.2080 e_lumo_ev=-0.03 gap_ha=0.2856 spin_multiplicity=1 homo_ha=-0.2867
O -4.412 -2.024 -0.316
C -3.858 -0.802 -0.312
C -4.571 0.352 0.015
Br -6.428 0.183 0.465
C -3.987 1.604 0.021
C -2.648 1.707 -0.317
Br -1.821 3.418 -0.329
C -1.906 0.589 -0.644
C -2.493 -0.672 -0.635
C -1.744 -1.881 -1.007
N -0.505 -2.096 -0.929
C 0.437 -1.305 -0.307
C 0.319 -0.951 1.042
C 1.344 -0.283 1.675
C 2.490 0.082 0.979
C 2.599 -0.237 -0.379
C 1.591 -0.956 -1.003
O 3.684 0.138 -1.129
C 4.484 1.116 -0.503
C 4.715 0.749 0.963
O 3.489 0.735 1.658
H -5.353 -1.970 -0.079
H -4.563 2.478 0.280
H -0.868 0.689 -0.920
H -2.348 -2.682 -1.420
H -0.566 -1.237 1.589
H 1.279 -0.026 2.720
H 1.698 -1.210 -2.045
H 3.988 2.096 -0.555
H 5.423 1.150 -1.057
H 5.188 -0.241 1.016
H 5.346 1.486 1.462


# 3
62
Properties=species:S:1:pos:R:3 method="wB97M-V/def2-TZVPD" de_lowest_kcal_mol=38.87 e_tot_ev=-40063.5855 charge=+1 e_lumo_ev="-3.07 / -7.10" gap_ha="0.3789 / 0.2310" spin_multiplicity=2 homo_ha="-0.4919 / -0.4919"
C 0.109 -1.916 -0.482
C 1.313 -2.418 -0.757
N 2.561 -2.028 -0.295
C 3.668 -2.644 -1.130
H -0.192 -1.002 0.029
H -0.746 -2.319 -0.984
H 1.277 -3.254 -1.363
H 2.664 -1.053 -0.145
H 3.675 -3.623 -0.806
H 3.430 -2.707 -2.158
H 4.612 -2.307 -0.874
H 1.727 -2.032 3.145
H 0.808 -0.844 3.105
O 0.968 -1.574 3.660
H 1.792 2.704 -2.589
H 2.060 1.335 -2.458
O 2.356 2.010 -2.926
H 0.331 3.979 -0.272
H 0.294 2.883 -1.375
O 0.967 3.351 -0.821
H -2.288 -0.748 0.865
H -3.479 -1.612 0.311
O -2.577 -1.667 0.654
H 2.427 3.081 0.581
H 3.220 2.251 -0.808
O 2.843 2.246 0.149
H -2.979 1.393 0.152
H -1.425 1.038 0.569
O -2.316 0.871 0.738
H -1.084 -4.288 -1.317
H -2.302 -3.928 -2.051
O -1.447 -4.445 -2.211
H -1.911 1.754 -4.080
H -1.133 1.432 -2.834
O -1.735 2.144 -3.143
H -0.985 -3.870 1.215
H -2.143 -3.408 0.465
O -1.500 -4.171 0.448
H -0.289 0.910 -1.100
H -0.088 -0.201 -2.130
O 0.194 0.693 -1.829
H 0.715 2.028 0.507
H 0.537 0.868 1.453
O 0.273 1.165 0.597
H -0.861 -1.180 4.266
H -1.887 -0.772 3.298
O -1.369 -0.424 4.032
H -0.581 -3.130 -2.902
H -0.972 -2.065 -3.871
O -0.278 -2.284 -3.186
H -1.321 2.260 4.027
H -0.326 1.123 3.918
O -0.443 2.034 3.667
H -0.687 5.021 1.675
H -0.576 3.513 1.775
O -0.603 4.250 1.122
H 2.112 1.672 2.840
H 2.364 0.521 1.806
O 1.831 0.843 2.605
H -3.607 2.557 -1.682
H -3.295 3.474 -0.335
O -3.705 2.509 -0.758


# 4
46
Properties=species:S:1:pos:R:3 method="wB97M-V/def2-TZVPD" e_tot_ev=-48001.4556 charge=+1 e_lumo_ev=-4.38 gap_ha=0.2659 spin_multiplicity=1 homo_ha=-0.4268
C 4.531 1.481 0.045
C 4.299 0.644 -1.221
C 3.297 1.249 -2.205
C 1.820 1.199 -1.810
O 1.640 0.877 -0.392
C 0.454 0.349 -0.077
C 0.270 -1.011 0.091
P 1.921 -1.993 -0.104
O 1.792 -3.071 1.101
O 1.572 -3.008 -1.304
C -1.037 -1.456 0.399
P -1.362 -3.275 0.563
N -1.239 -3.936 -0.844
C -2.086 -0.519 0.524
C -3.498 -0.952 0.845
C -3.744 -0.884 2.348
F -2.793 -1.673 2.995
C -1.821 0.817 0.396
B -3.014 1.893 0.563
O -3.094 2.687 1.680
O -3.991 1.966 -0.365
N -0.563 1.229 0.114
C -0.288 2.672 0.016
H 3.957 1.066 0.877
H 4.174 2.505 -0.077
H 5.575 1.482 0.348
H 4.021 -0.378 -0.969
H 5.244 0.574 -1.765
H 3.384 0.685 -3.138
H 3.588 2.270 -2.454
H 1.386 2.188 -1.973
H 1.230 0.506 -2.412
H 1.740 -2.626 1.957
H 1.392 -2.509 -2.112
H -2.604 -3.428 1.179
H -0.450 -3.659 1.544
H -2.081 -4.427 -1.120
H -3.656 -1.964 0.481
H -4.250 -0.337 0.350
H -4.733 -1.261 2.609
H -3.648 0.142 2.711
H -2.717 3.567 1.611
H -4.020 1.243 -1.001
H -0.830 3.194 0.792
H 0.771 2.842 0.181
H -0.540 3.040 -0.977


# 5
105
Properties=species:S:1:pos:R:3 method="wB97M-V/def2-TZVPD" de_lowest_kcal_mol=0.00 e_tot_ev=-121843.2951 charge=+1 e_lumo_ev="-2.36 / -2.39" gap_ha="0.2136 / 0.2171" spin_multiplicity=3 homo_ha="-0.3003 / -0.3050"
Mo 0.883 0.053 -0.004
C 4.249 -2.095 2.392
Sb 3.575 -1.005 0.635
C 3.769 -2.843 -0.572
C 5.523 0.130 0.533
C 6.180 -0.348 -0.685
C 7.142 -1.386 -0.651
C 7.611 -1.996 -1.813
C 7.053 -1.625 -3.066
C 6.108 -0.599 -3.152
C 5.742 0.120 -1.977
C 4.881 1.285 -2.105
Sb 2.699 0.758 -2.014
C 2.368 2.735 -2.781
C 2.564 -0.503 -3.814
H 5.256 -2.404 2.122
H 3.623 -2.968 2.574
H 4.240 -1.443 3.268
H 3.457 -3.647 0.079
H 4.770 -2.934 -0.984
H 3.041 -2.699 -1.383
H 6.089 -0.112 1.468
H 5.249 1.179 0.520
H 7.549 -1.704 0.316
H 8.352 -2.789 -1.747
H 7.432 -2.102 -3.965
H 5.679 -0.347 -4.123
H 4.947 1.698 -3.121
H 4.954 2.054 -1.310
H 3.326 3.232 -2.900
H 1.763 3.283 -2.058
H 1.854 2.698 -3.730
H 2.359 0.128 -4.670
H 1.773 -1.203 -3.625
H 3.527 -1.011 -3.932
N 0.528 -4.003 4.560
C 0.723 -3.228 3.426
C 0.406 -3.715 2.127
C 0.542 -2.912 1.031
N 0.854 -1.583 1.196
C 1.122 -1.091 2.446
C 1.118 -1.870 3.566
H 0.529 -5.001 4.448
H 1.035 -3.703 5.374
H 0.141 -4.792 1.967
H 0.403 -3.241 0.006
H 1.470 -0.038 2.464
H 1.323 -1.432 4.539
C -2.529 4.257 -2.369
C -2.981 2.816 -2.597
N -1.836 1.898 -2.756
C -1.361 1.612 -4.156
C -1.693 2.726 -5.143
C -1.112 1.481 -1.700
C -1.203 2.185 -0.353
N -0.407 0.336 -1.664
H -3.004 4.934 -3.085
H -1.442 4.356 -2.391
H -2.866 4.564 -1.394
H -3.650 2.686 -3.466
H -3.554 2.433 -1.715
H -1.752 0.623 -4.490
H -0.261 1.496 -4.102
H -2.765 2.830 -5.313
H -1.183 2.481 -6.107
H -1.305 3.731 -4.875
H -2.244 2.450 -0.202
H -0.682 3.159 -0.387
H -0.365 1.895 1.687
H -0.358 -0.095 -2.605
C -0.661 1.292 0.804
Ge -2.403 0.254 1.485
C -3.156 1.821 2.418
C -2.498 2.281 3.569
C -2.920 3.424 4.201
C -4.036 4.145 3.732
C -4.684 3.721 2.565
C -4.222 2.572 1.897
C -2.627 -1.239 2.733
C -2.591 -1.074 4.117
C -2.954 -2.110 4.981
C -3.445 -3.307 4.449
C -3.434 -3.485 3.063
C -3.003 -2.494 2.221
C -3.782 -0.340 0.140
C -3.451 -1.053 -1.041
C -4.428 -1.436 -1.950
C -5.781 -1.180 -1.686
C -6.126 -0.581 -0.444
C -5.153 -0.184 0.480
H -1.656 1.708 3.948
H -2.357 3.797 5.059
H -4.329 5.002 4.328
H -5.529 4.303 2.180
H -4.708 2.267 0.959
H -2.265 -0.099 4.517
H -2.814 -1.970 6.056
H -3.763 -4.080 5.139
H -3.792 -4.416 2.620
H -2.967 -2.669 1.135
H -2.384 -1.259 -1.250
H -4.133 -1.888 -2.894
H -6.547 -1.438 -2.427
H -7.158 -0.414 -0.202
H -5.474 0.290 1.407


# 6
50
Properties=species:S:1:pos:R:3 method="wB97M-V/def2-TZVPD" de_lowest_kcal_mol=4.57 e_tot_ev=-25733.8647 e_lumo_ev=0.84 gap_ha=0.3758 spin_multiplicity=1 homo_ha=-0.3449
C -4.390 0.038 -1.592
C -3.412 -0.008 -0.419
C -3.722 -1.190 0.519
C -4.893 -0.863 1.443
C -2.488 -1.547 1.349
C -1.337 -2.051 0.470
C -1.416 -1.480 -0.949
C -1.960 -0.054 -0.953
N -1.090 0.820 -0.192
C -0.607 1.972 -0.673
O -0.845 2.422 -1.774
C 0.301 2.717 0.328
O 1.569 2.082 0.485
C 1.667 1.046 1.312
O 0.740 0.600 1.949
C 3.069 0.495 1.346
C 3.529 0.099 -0.063
C 2.558 -0.903 -0.717
C 3.452 -1.906 -1.441
C 4.637 -2.044 -0.491
C 4.904 -0.603 -0.050
H -4.273 -0.843 -2.220
H -5.417 0.074 -1.240
H -4.207 0.921 -2.199
H -3.520 0.921 0.153
H -3.996 -2.059 -0.088
H -4.641 -0.029 2.095
H -5.781 -0.599 0.875
H -5.134 -1.722 2.066
H -2.751 -2.314 2.080
H -2.179 -0.664 1.912
H -0.388 -1.777 0.934
H -1.362 -3.141 0.409
H -2.081 -2.091 -1.561
H -0.429 -1.502 -1.416
H -1.947 0.345 -1.973
H -0.821 0.523 0.738
H 0.518 3.710 -0.068
H -0.199 2.788 1.300
H 3.079 -0.369 2.012
H 3.734 1.263 1.746
H 3.580 1.008 -0.666
H 1.856 -0.407 -1.387
H 1.986 -1.421 0.056
H 2.948 -2.852 -1.630
H 3.785 -1.493 -2.394
H 4.350 -2.654 0.367
H 5.506 -2.500 -0.962
H 5.574 -0.118 -0.760
H 5.371 -0.560 0.933


# 7
63
Properties=species:S:1:pos:R:3 method="wB97M-V/def2-TZVPD" de_lowest_kcal_mol=40.29 e_tot_ev=-41006.0574 e_lumo_ev=0.33 gap_ha=0.3409 spin_multiplicity=1 homo_ha=-0.3287
C -5.421 -1.239 2.231
C -5.173 -1.578 0.760
C -5.709 -2.971 0.434
C -5.799 -0.519 -0.146
O -3.728 -1.551 0.638
C -3.141 -1.832 -0.535
O -3.706 -2.083 -1.575
N -1.783 -1.841 -0.416
C -1.071 -1.324 0.727
C -0.505 0.067 0.397
N 0.337 -0.024 -0.773
C 1.652 0.241 -0.902
O 2.247 0.063 -1.948
C 2.395 0.848 0.300
C 2.432 2.382 0.122
C 1.038 2.938 0.088
C 0.363 3.074 -1.118
C -0.945 3.522 -1.151
C -1.602 3.843 0.031
O -2.891 4.272 0.051
C -0.929 3.721 1.243
C 0.376 3.272 1.264
N 3.722 0.303 0.362
C 4.722 0.352 -0.545
C 5.750 -0.358 0.042
C 7.114 -0.678 -0.463
C 7.432 -2.166 -0.244
O 7.544 -2.495 1.112
N 5.310 -0.780 1.249
N 4.105 -0.387 1.428
C -0.384 -0.539 -1.926
C -0.968 -1.918 -1.609
H -4.945 -1.979 2.870
H -5.007 -0.262 2.464
H -6.488 -1.230 2.433
H -5.524 -3.210 -0.610
H -5.219 -3.716 1.058
H -6.779 -3.003 0.620
H -6.873 -0.491 0.014
H -5.604 -0.756 -1.188
H -5.383 0.460 0.080
H -1.745 -1.265 1.579
H -0.246 -2.006 0.961
H 0.030 0.463 1.255
H -1.335 0.749 0.173
H 1.941 0.586 1.257
H 2.949 2.609 -0.812
H 2.998 2.814 0.950
H 0.862 2.826 -2.043
H -1.459 3.625 -2.098
H -3.230 4.349 -0.849
H -1.446 3.983 2.152
H 0.891 3.183 2.210
H 4.627 0.831 -1.494
H 7.855 -0.085 0.080
H 7.175 -0.433 -1.524
H 6.651 -2.774 -0.729
H 8.394 -2.411 -0.702
H 6.762 -2.132 1.563
H 0.312 -0.598 -2.763
H -1.195 0.155 -2.171
H -1.596 -2.264 -2.429
H -0.159 -2.634 -1.437


# 8
13
Properties=species:S:1:pos:R:3 method="wB97M-V/def2-TZVPD" de_lowest_kcal_mol=49.88 e_tot_ev=-9374.9325 e_lumo_ev=-0.06 gap_ha=0.3839 spin_multiplicity=1 homo_ha=-0.3861
C -0.462 1.245 2.585
C -0.411 1.097 1.390
C -0.244 0.961 -0.049
O -0.762 1.728 -0.836
C 0.628 -0.185 -0.550
C -0.189 -1.481 -0.565
O 1.106 0.128 -1.829
H -0.507 1.392 3.643
H 1.482 -0.296 0.132
H 0.446 -2.293 -0.928
H -1.036 -1.372 -1.251
H -0.564 -1.743 0.430
H 0.514 0.819 -2.172